Entry 1:
Entry from OMol25: a 5-piece molecular cluster, C4H19NO5 overall (ωB97M-V/def2-TZVPD).

ΔE to the lowest compared entry with this formula, charge and spin ... 10.5 kcal per mole
Electronic energy ... -594.74406 Ha
Gap between HOMO and LUMO ... 9.8 eV
Lowest unoccupied orbital energy ... 0.0160 hartree
Highest occupied orbital energy ... -9.322 eV

ORCA input file:
```
! wB97M-V def2-TZVPD RIJCOSX def2/J DEFGRID3
* xyz 0 1
C -0.4738 2.8125 0.2633
N -0.7529 1.3836 0.4148
C 0.0431 0.8338 1.5097
C -0.4545 0.6649 -0.8313
C -1.2827 -0.6273 -0.9199
O -0.5210 -1.6753 -1.5638
H -0.7469 3.3208 1.1880
H 0.5792 3.0072 0.0300
H -1.1016 3.2132 -0.5317
H 1.1206 0.9239 1.3393
H -0.2324 -0.2036 1.7032
H -0.2049 1.3848 2.4208
H 0.6093 0.4229 -0.9178
H -0.7024 1.2988 -1.6839
H -2.2057 -0.4608 -1.4707
H -1.5187 -1.0048 0.0706
H -0.7416 -1.7651 -2.4956
H 4.1433 0.3487 -0.0670
H 2.8419 -0.4258 -0.4528
O 3.1909 0.3461 0.0445
H 1.3611 -1.6735 -1.5757
H 2.2548 -2.6381 -0.8220
O 2.3027 -1.8592 -1.4064
H 0.2313 -3.2429 0.0130
H 0.9977 -3.0327 1.3112
O 1.0038 -3.5613 0.5030
H -2.5860 0.9202 0.9035
H -3.7284 0.8289 1.9292
O -3.4263 0.4601 1.0945
*
```

Entry 2:
Entry from OMol25: C4H19NO5Tl as an isolated structure in a non-equilibrium geometry (ωB97M-V/def2-TZVPD).

ΔE to the lowest compared entry with this formula, charge and spin ... 30.1 kcal per mole
Electronic energy ... -765.90149 Ha
Gap between HOMO and LUMO ... 3.8 eV
Lowest unoccupied orbital energy ... -0.6487 hartree
Highest occupied orbital energy ... -21.439 eV

ORCA input file:
```
! wB97M-V def2-TZVPD RIJCOSX def2/J DEFGRID3
* xyz 3 1
Tl -27.8446 -21.2096 11.9608
C -22.9356 -21.6003 10.4062
C -24.3184 -21.0808 10.7355
C -24.8008 -19.9224 9.8381
O -26.1505 -19.4949 10.2052
C -26.4312 -18.1671 9.6600
N -25.1909 -22.2333 10.8729
H -22.6681 -22.4571 11.0246
H -22.1951 -20.8095 10.5260
H -22.9523 -22.0591 9.4175
H -24.2093 -20.5559 11.6846
H -24.7774 -20.2913 8.8127
H -24.1105 -19.0909 9.9806
H -26.0256 -18.0314 8.6574
H -25.8326 -17.4692 10.2456
H -27.4619 -17.8631 9.8425
H -25.3388 -22.6349 9.9581
H -24.7534 -22.9942 11.3725
O -29.8081 -23.0820 10.7796
H -30.6804 -23.4643 10.8751
H -29.4729 -23.4501 9.9621
O -29.7173 -20.0842 9.9926
H -30.1853 -20.2347 9.1712
H -29.9392 -19.1849 10.2339
O -26.0047 -22.3540 13.8885
H -26.1921 -22.7632 14.7332
H -25.1122 -22.0194 13.9767
O -27.5762 -21.7867 9.0712
H -26.9120 -22.2382 8.5504
H -28.2276 -21.4986 8.4318
*
```

Entry 3:
Entry from OMol25: a 6-piece molecular cluster, C4H19NO6 overall (ωB97M-V/def2-TZVPD).

ΔE to the lowest compared entry with this formula, charge and spin ... 13.8 kcal per mole
Electronic energy ... -670.00674 Ha
Gap between HOMO and LUMO ... 9.4 eV
Lowest unoccupied orbital energy ... 0.0066 hartree
Highest occupied orbital energy ... -9.219 eV

ORCA input file:
```
! wB97M-V def2-TZVPD RIJCOSX def2/J DEFGRID3
* xyz 0 1
C -0.8499 2.5160 -0.7157
C -1.6553 1.6781 0.2666
N -1.1552 0.3107 0.2813
C -1.9307 -0.5872 1.1231
C -1.0762 -1.6235 1.7967
O 0.1072 -1.4781 1.9821
H 0.1972 2.5638 -0.4226
H -1.2432 3.5285 -0.7765
H -0.9275 2.0786 -1.7115
H -2.7025 1.6612 -0.0319
H -1.6000 2.1236 1.2694
H -0.1793 0.2766 0.5416
H -2.4847 -0.0524 1.9000
H -2.6726 -1.0928 0.5090
H -1.5962 -2.5132 2.1623
H 3.6060 2.6725 1.3633
H 4.0152 1.6675 2.4629
O 3.9121 1.7700 1.5135
H 3.1883 0.3484 0.5606
H 2.2913 -0.9385 0.7684
O 2.7490 -0.3932 0.0953
H 2.0791 -0.1878 -2.9750
H 2.1728 -0.7783 -1.5441
O 1.7947 -0.9295 -2.4369
H -1.0807 -0.5634 -1.5129
H 0.0527 -1.2094 -2.3188
O -0.9076 -1.2622 -2.1643
H -1.3201 -3.9872 -0.6380
H -1.2424 -2.4931 -1.0275
O -1.5416 -3.1055 -0.3202
*
```

The highest highest occupied orbital energy belongs to which entry? C4H19NO6